No. 1
A cluster of 2 separate species, C9H11F2NO2S in total, computed with ωB97M-V with the def2-TZVPD basis set.

Properties
ΔE to the lowest compared entry with this formula, charge and spin in eV: 1.214
Calculated total energy in eV: -31363.796
Spin multiplicity: 1
Kohn-Sham gap in eV: 9.26
Charge: 0

Positions of all 26 atoms, in Å:
C: 0.820 -2.529 -0.607
C: 0.428 -2.217 0.711
C: 0.641 -1.732 -1.690
C: -0.457 -1.136 0.861
C: -0.191 -0.628 -1.494
C: -0.719 -0.324 -0.229
C: -3.595 -0.308 0.987
C: -2.794 0.797 0.367
C: -1.619 0.807 -0.175
N: 4.103 2.064 0.463
O: 1.657 2.403 0.443
O: 2.569 0.425 -0.841
F: -3.518 1.986 0.243
F: -1.085 1.948 -0.768
S: 2.731 1.834 -0.607
H: 1.453 -3.354 -0.716
H: 0.383 -2.892 1.476
H: 1.094 -1.848 -2.598
H: -0.940 -1.054 1.804
H: -0.260 0.095 -2.205
H: -3.340 -1.371 0.689
H: -3.520 -0.075 2.207
H: -4.629 -0.136 0.645
H: 1.445 3.269 0.088
H: 4.795 2.721 0.235
H: 4.549 1.255 0.711

Atomic forces in eV per Å
C 1.169 -0.352 1.934
C -2.437 2.027 -3.337
C -2.438 2.025 2.146
C 1.130 -0.999 -0.563
C 1.158 -1.418 2.345
C 0.134 -0.620 -0.845
C 0.059 0.521 2.302
C -2.417 1.132 -0.292
C 2.168 0.917 -0.618
N -2.768 0.707 -0.652
O -0.437 -0.733 0.390
O -0.120 -0.544 0.817
F 0.424 -1.062 0.517
F -0.938 -0.904 0.507
S 2.368 1.845 -0.323
H 0.782 -1.400 -0.192
H 0.875 -1.856 1.888
H 1.086 -0.718 -2.172
H -0.303 0.648 0.621
H -0.555 1.757 -2.218
H 0.194 1.480 0.599
H -0.484 -1.166 -3.140
H 0.264 -0.063 0.454
H -0.460 0.373 0.001
H 0.526 1.284 -0.912
H 1.021 -2.882 0.741

***

No. 2
A structure of composition C26H48Cl3N6O3SiTi, computed with ωB97M-V with the def2-TZVPD basis set.

Properties
ΔE to the lowest compared entry with this formula, charge and spin in eV: 2.358
Calculated total energy in eV: -111389.345
Spin multiplicity: 2
Kohn-Sham gap (spin up / spin down) in eV: 7.76 / 8.64
Charge: 0

Positions of all 88 atoms, in Å:
C: 3.065 -2.712 -3.503
C: 2.404 -1.800 -4.481
H: 2.930 -3.734 -3.862
H: 2.628 -2.565 -2.514
H: 4.143 -2.537 -3.418
C: 2.138 -2.142 -5.758
C: 2.492 -3.431 -6.409
H: 1.701 -1.409 -6.443
H: 2.235 -4.285 -5.785
H: 3.548 -3.496 -6.688
H: 1.917 -3.485 -7.334
Ti: 0.764 0.031 2.108
Cl: 1.878 1.460 3.582
Cl: 2.627 0.409 0.763
C: 0.240 2.612 1.135
O: -0.413 1.625 1.625
N: -0.374 3.614 0.533
C: -1.830 3.598 0.353
C: 0.404 4.682 -0.101
H: 1.328 2.659 1.199
H: -2.337 3.401 1.313
H: -2.145 2.853 -0.395
H: -2.113 4.591 -0.022
H: 1.341 4.838 0.456
H: -0.209 5.597 -0.094
H: 0.643 4.439 -1.152
H: 0.195 -5.193 2.039
H: 0.069 -3.357 -0.179
C: -0.862 -4.887 2.179
C: -0.968 -3.597 0.097
N: -1.138 -3.600 1.546
H: -1.072 -4.839 3.255
C: -1.141 -2.494 2.307
O: -0.877 -1.316 1.922
H: -1.663 -2.899 -0.372
H: -1.336 -2.682 3.372
H: -1.496 -5.663 1.728
H: -1.173 -4.609 -0.269
O: 1.296 -0.512 -2.748
C: 2.070 -0.382 -3.951
C: 0.277 0.284 -5.584
C: 1.531 0.551 -5.028
H: -0.362 -0.478 -5.126
C: -0.090 0.883 -6.799
H: 3.034 0.054 -3.644
C: 2.359 1.514 -5.623
H: -1.079 0.668 -7.223
C: 0.809 1.709 -7.473
C: 2.029 2.047 -6.868
H: 3.280 1.774 -5.105
H: 0.562 2.107 -8.468
H: 2.713 2.737 -7.360
Si: -0.078 0.222 -2.167
Cl: 1.815 -2.023 2.444
C: -1.677 -0.299 -2.990
C: 0.194 2.062 -2.318
C: -0.289 -0.417 -0.488
H: -1.771 -0.009 -4.039
H: -2.502 0.187 -2.449
H: -1.800 -1.385 -2.892
H: 0.021 -1.455 -0.436
H: -1.308 -0.313 -0.081
H: 0.406 0.189 0.146
H: 0.215 2.396 -3.370
H: 1.154 2.351 -1.859
H: -0.607 2.622 -1.812
C: -1.193 1.614 4.562
N: -0.703 0.203 4.599
C: -1.902 -0.627 4.916
N: -2.534 -0.258 6.205
C: -2.933 1.170 6.157
N: -1.773 2.042 5.852
C: -0.766 1.859 6.925
N: -0.337 0.435 7.035
C: 0.245 0.014 5.750
C: -1.537 -0.402 7.297
H: -1.985 1.679 3.795
H: -0.359 2.280 4.308
H: -1.606 -1.682 4.981
H: -2.641 -0.494 4.108
H: -3.331 1.458 7.143
H: -3.706 1.306 5.381
H: 0.117 2.480 6.708
H: -1.221 2.173 7.876
H: 0.499 -1.060 5.805
H: 1.160 0.586 5.552
H: -2.003 -0.080 8.241
H: -1.233 -1.457 7.377

Atomic forces in eV per Å
C -0.119 -0.135 -0.054
C -0.669 0.947 -1.034
H 0.065 -0.061 0.393
H 0.057 -0.212 -0.031
H -0.080 0.127 -0.067
C 0.461 0.806 0.729
C -0.245 -0.184 -0.335
H 0.146 -0.193 0.437
H 0.090 -0.144 -0.055
H -0.032 0.009 0.137
H 0.072 -0.327 -0.011
Ti 0.737 -0.980 1.817
Cl 0.392 0.293 -0.092
Cl 0.264 0.519 -0.869
C -1.301 -0.675 0.479
O 0.551 1.970 -0.993
N -0.024 -0.063 -0.076
C -0.103 0.204 0.024
C 0.040 0.158 -0.126
H -0.026 -0.011 0.024
H 0.274 0.030 -0.459
H 0.164 0.137 0.378
H -0.034 -0.335 0.211
H -0.417 -0.004 -0.231
H 0.415 -0.266 0.129
H -0.139 0.067 0.484
H -0.462 0.410 0.047
H -0.269 -0.026 0.119
C -0.158 -0.435 0.219
C 0.306 -0.012 -0.083
N 0.120 0.395 0.381
H 0.086 0.032 -0.297
C 1.260 1.057 -0.526
O -1.645 -1.964 0.509
H 0.169 -0.036 0.106
H 0.073 -0.102 -0.354
H 0.101 0.241 0.169
H -0.092 0.232 0.121
O -0.329 -0.149 -0.596
C 0.480 0.101 0.350
C 0.149 0.138 -0.613
C -0.337 -0.486 -0.090
H 0.415 0.370 -0.358
C -0.154 -0.144 0.285
H -0.094 -0.098 0.122
C -0.281 -0.538 0.037
H 0.496 0.058 0.074
C 0.075 0.202 0.013
C -0.308 0.054 0.183
H 0.011 -0.034 -0.294
H 0.090 -0.157 0.561
H -0.164 -0.152 0.082
Si 0.518 0.088 -1.349
Cl 0.171 -0.867 0.479
C -0.230 0.229 -0.229
C -0.126 0.543 -0.012
C 0.150 0.620 1.191
H -0.163 -0.108 0.268
H 0.104 -0.152 -0.022
H -0.031 0.147 -0.093
H 0.082 0.211 -0.055
H 0.456 -0.021 -0.393
H -0.564 -0.609 -1.154
H -0.032 -0.226 0.389
H -0.257 -0.203 -0.100
H 0.224 -0.147 -0.228
C -0.051 -0.003 0.555
N -0.403 -0.137 0.360
C 0.051 0.447 0.273
N 0.130 0.176 0.025
C 0.641 -0.137 -0.121
N -0.116 -0.336 0.066
C -0.134 -0.602 -0.362
N -0.568 0.032 -0.028
C -0.127 0.177 0.061
C 0.195 0.477 -0.600
H 0.385 -0.009 0.194
H -0.292 -0.272 0.061
H -0.015 0.265 0.053
H 0.212 -0.099 0.238
H 0.010 -0.118 -0.354
H 0.268 -0.029 0.267
H -0.288 -0.211 0.056
H 0.210 -0.101 -0.234
H -0.088 0.401 -0.072
H -0.466 -0.271 0.180
H 0.127 -0.126 -0.250
H -0.064 0.340 -0.035

***

Q: What is the calculated total energy in the first record?
A: -31363.796 eV